[1]
Here is an isolated molecule of C4H7N3 at a distorted geometry from OMol25. Energies are from the ωB97M-V functional and the def2-TZVPD basis.

```
! wB97M-V def2-TZVPD RIJCOSX def2/J DEFGRID3
* xyz 0 1
C -0.021 0.076 -0.126
C 1.258 -0.680 -0.153
C -1.612 1.748 0.772
C -0.147 1.380 0.569
N -0.698 -0.705 -0.775
N 1.877 -1.655 -0.486
N 1.651 -2.713 -1.276
H -2.125 1.785 -0.187
H -1.696 2.719 1.256
H -2.107 1.004 1.394
H 0.379 1.328 1.525
H 0.356 2.136 -0.043
H 0.664 -2.909 -1.440
H 2.220 -3.513 -1.030
*
```

Output
LUMO level (spin up / spin down), hartree: 0.0213 / 0.0213
Kohn-Sham gap (spin up / spin down), eV: 9.0 / 9.0
DFT total energy, eV: -8727.6866

***

[2]
Here is a cluster of 2 separate species, C8H12ClN2 in total at a distorted geometry from OMol25. Energies are from the ωB97M-V functional and the def2-TZVPD basis.

```
! wB97M-V def2-TZVPD RIJCOSX def2/J DEFGRID3
* xyz 1 1
C -3.524 0.304 -0.268
C -3.472 -1.015 -0.701
C -2.431 0.897 0.453
C -2.204 -1.664 -0.726
C 3.173 0.123 -0.388
C -1.276 0.129 0.589
C -1.152 -1.083 -0.090
C -0.149 0.586 1.458
N 3.123 -0.460 0.740
N 2.406 -0.300 -1.375
Cl 0.267 -2.054 0.095
H -4.462 0.754 -0.625
H -4.214 -1.159 -1.455
H -2.457 1.837 0.975
H -2.061 -2.648 -1.219
H 3.992 0.843 -0.452
H 2.417 0.093 -2.241
H 0.692 0.991 0.956
H 0.179 -0.239 2.023
H -0.518 1.423 2.002
H 3.694 -0.150 1.619
H 2.490 -1.199 0.874
H 1.604 -0.989 -1.118
*
```

Output
LUMO level, hartree: -0.1219
Kohn-Sham gap, eV: 9.1
DFT total energy, eV: -23986.3290